Run P
Entry from OMol25: a cluster of 2 separate species, C17H19N in total (the ωB97M-V functional and the def2-TZVPD basis).

Output
HOMO-LUMO gap = 8.9 eV
HOMO = -8.05 eV
SMILES = Cc1c[nH]c2ccccc12.CCc1ccccc1

ORCA input file:
```
! RIJCOSX wB97M-V def2-TZVPD def2/J DEFGRID3
* xyz 0 1
C 0.453 0.018 -1.684
C -0.336 0.374 -2.954
C 1.412 -1.148 -1.871
C 2.766 -0.929 -1.634
C 0.962 -2.337 -2.441
C 3.703 -1.829 -2.120
C 1.903 -3.331 -2.719
C 3.239 -3.064 -2.565
H 0.993 0.887 -1.308
H -0.184 -0.171 -0.815
H -0.419 -0.512 -3.578
H 3.036 0.033 -1.215
H -0.114 -2.381 -2.551
H 4.742 -1.567 -2.241
H 1.496 -4.247 -3.129
H 3.999 -3.754 -2.912
H 0.167 1.151 -3.528
H -1.322 0.759 -2.697
C 1.108 0.915 3.348
C -1.056 0.943 1.910
C -0.088 1.596 2.763
C -2.096 1.868 1.703
C -0.558 2.838 2.991
C -2.248 -0.702 0.603
C -3.269 0.250 0.418
C -1.183 -0.347 1.408
C -3.191 1.541 0.913
N -1.785 3.046 2.346
H -2.405 -1.649 0.112
H -4.184 -0.025 -0.089
H -0.558 -1.102 1.885
H -4.062 2.182 0.842
H 1.760 1.684 3.756
H 1.599 0.177 2.720
H -0.143 3.698 3.493
H -1.981 3.886 1.906
H 0.784 0.332 4.222
*
```

Atomic partial charges in e from the Löwdin method, atoms 1 to 5: number 1, C, carries -0.202; number 2, C, carries -0.077; number 3, C, carries -0.235; number 4, C, carries -0.048; number 5, C, carries -0.049

***

Run Q
Entry from OMol25: a cluster of 2 separate species, C17H19N in total (the ωB97M-V functional and the def2-TZVPD basis).

Output
HOMO-LUMO gap = 8.5 eV
HOMO = -7.80 eV
SMILES = Cc1c[nH]c2ccccc12.CCc1ccccc1

ORCA input file:
```
! RIJCOSX wB97M-V def2-TZVPD def2/J DEFGRID3
* xyz 0 1
C -1.762 -0.282 -1.893
C -3.086 -1.050 -2.219
C -1.850 1.206 -1.943
C -2.018 1.964 -0.780
C -1.727 1.914 -3.133
C -1.864 3.335 -0.786
C -1.660 3.308 -3.146
C -1.877 4.045 -1.996
H -1.480 -0.608 -0.896
H -0.933 -0.661 -2.497
H -3.144 -1.408 -3.244
H -2.332 1.527 0.162
H -1.413 1.438 -4.060
H -1.959 3.945 0.099
H -1.519 3.807 -4.099
H -2.037 5.110 -1.958
H -3.868 -0.315 -2.033
H -3.222 -1.868 -1.515
C 3.848 -0.264 0.158
C 2.198 -1.487 1.754
C 2.930 -0.305 1.338
C 1.273 -1.068 2.728
C 2.316 0.743 1.935
C 1.450 -3.704 2.220
C 0.442 -3.207 3.044
C 2.286 -2.854 1.508
C 0.311 -1.857 3.351
N 1.464 0.291 2.915
H 1.504 -4.773 2.095
H -0.295 -3.904 3.443
H 2.856 -3.337 0.730
H -0.493 -1.531 3.988
H 3.381 -0.611 -0.765
H 4.689 -0.936 0.355
H 2.439 1.780 1.646
H 0.888 0.888 3.486
H 4.268 0.729 0.007
*
```

Atomic partial charges in e from the Löwdin method, atoms 1 to 5: number 1, C, carries -0.208; number 2, C, carries -0.079; number 3, C, carries -0.255; number 4, C, carries -0.051; number 5, C, carries -0.047

***

Most stable structure, least stable structure: run P, run Q.

***

Run P
Entry from OMol25: the ion C5H13N2S with charge +1 (the ωB97M-V functional and the def2-TZVPD basis).

Output
HOMO-LUMO gap = 7.2 eV
HOMO = -11.26 eV

ORCA input file:
```
! RIJCOSX wB97M-V def2-TZVPD def2/J DEFGRID3
* xyz 1 1
C -2.352 -1.284 -0.079
C -0.698 1.126 0.203
C 0.447 -0.979 0.981
C 0.537 0.237 0.120
C 1.703 1.088 0.714
N 1.000 -2.113 0.667
N 0.869 -0.115 -1.189
S -2.418 0.379 0.113
H -2.413 -1.474 -1.138
H -2.836 -1.846 0.781
H -0.876 1.659 1.209
H -0.616 1.878 -0.555
H 0.180 -0.750 1.928
H 1.636 1.928 0.108
H 2.633 0.403 0.629
H 1.696 1.361 1.787
H 1.577 -2.189 -0.181
H 0.860 -2.873 1.355
H 0.545 0.309 -1.997
H -2.783 0.740 -1.191
H 1.813 -0.461 -1.349
*
```

Atomic partial charges in e from the Löwdin method, atoms 1 to 5: number 1, C, carries -0.448; number 2, C, carries -0.323; number 3, C, carries -0.032; number 4, C, carries -0.640; number 5, C, carries 0.001

***

Run Q
Entry from OMol25: the ion C5H13N2S with charge +1 (the ωB97M-V functional and the def2-TZVPD basis).

Output
HOMO-LUMO gap = 9.6 eV
HOMO = -13.88 eV

ORCA input file:
```
! RIJCOSX wB97M-V def2-TZVPD def2/J DEFGRID3
* xyz 1 1
C -0.871 0.232 0.632
C 0.366 1.236 0.424
C 0.408 -1.737 0.494
C 0.047 2.197 -0.727
C -1.130 -1.152 -1.389
N -0.599 -1.013 0.012
N 1.540 0.459 0.236
S 0.724 -1.651 2.201
H -1.174 -0.068 1.690
H -1.738 0.507 0.139
H 0.387 1.992 1.345
H 0.767 -2.476 -0.064
H -0.265 1.572 -1.502
H 1.077 2.510 -0.998
H -0.681 2.902 -0.315
H -1.640 -2.087 -1.279
H -1.841 -0.376 -1.740
H -0.182 -1.131 -1.988
H 2.055 0.655 -0.627
H 2.089 0.418 1.053
H 0.658 -2.988 2.404
*
```

Atomic partial charges in e from the Löwdin method, atoms 1 to 5: number 1, C, carries -0.154; number 2, C, carries -0.395; number 3, C, carries -0.372; number 4, C, carries -0.032; number 5, C, carries 0.039

***

Most stable structure, least stable structure: run Q, run P.

***

Run P
Entry from OMol25: a cluster of 2 separate species, C3H3PS in total (the ωB97M-V functional and the def2-TZVPD basis).

Output
HOMO-LUMO gap (spin up / spin down) = 6.0 / 6.0 eV
HOMO (spin up / spin down) = -8.57 / -8.57 eV

ORCA input file:
```
! RIJCOSX wB97M-V def2-TZVPD def2/J DEFGRID3
* xyz 0 1
C -1.494 -0.515 -0.006
C -2.697 -0.706 0.017
C -0.104 -0.077 -0.004
P -5.588 -0.883 -0.003
S -6.154 0.935 0.001
H 0.169 0.237 1.004
H 0.017 0.764 -0.691
H 0.550 -0.893 -0.314
*
```

Atomic partial charges in e from the Löwdin method, atoms 1 to 5: number 1, C, carries -0.367; number 2, C, carries -0.136; number 3, C, carries -0.165; number 4, P, carries 0.375; number 5, S, carries 0.091

***

Run Q
Entry from OMol25: an isolated molecule of C3H3PS (the ωB97M-V functional and the def2-TZVPD basis).

Output
HOMO-LUMO gap (spin up / spin down) = 6.9 / 6.1 eV
HOMO (spin up / spin down) = -8.20 / -7.40 eV

ORCA input file:
```
! RIJCOSX wB97M-V def2-TZVPD def2/J DEFGRID3
* xyz 0 1
C -1.558 0.558 0.098
C -2.600 -0.290 0.177
C -0.138 0.061 -0.084
P -1.947 2.334 0.009
S -3.951 -1.020 -0.082
H 0.373 -0.299 0.769
H 0.497 0.735 -0.465
H -0.329 -0.685 -0.795
*
```

Atomic partial charges in e from the Löwdin method, atoms 1 to 5: number 1, C, carries -0.796; number 2, C, carries -0.741; number 3, C, carries -0.125; number 4, P, carries 0.761; number 5, S, carries 0.750

***

Most stable structure, least stable structure: run Q, run P.

***

Run P
Entry from OMol25: an isolated molecule of C3H3PS (the ωB97M-V functional and the def2-TZVPD basis).

Output
HOMO-LUMO gap = 6.9 eV
HOMO = -7.85 eV
SMILES = Cc1pc1=S

ORCA input file:
```
! RIJCOSX wB97M-V def2-TZVPD def2/J DEFGRID3
* xyz 0 1
C -0.278 0.380 -0.062
C -1.554 -0.181 0.136
C 1.223 0.005 0.061
P -1.412 1.670 -0.308
S -2.533 -1.418 0.255
H 1.832 0.986 -0.007
H 1.418 -0.587 -0.874
H 1.303 -0.856 0.798
*
```

Atomic partial charges in e from the Löwdin method, atoms 1 to 5: number 1, C, carries -0.622; number 2, C, carries -1.136; number 3, C, carries -0.096; number 4, P, carries 0.990; number 5, S, carries 0.591

***

Run Q
Entry from OMol25: an isolated molecule of C3H3PS (the ωB97M-V functional and the def2-TZVPD basis).

Output
HOMO-LUMO gap (spin up / spin down) = 7.0 / 6.3 eV
HOMO (spin up / spin down) = -8.60 / -7.63 eV

ORCA input file:
```
! RIJCOSX wB97M-V def2-TZVPD def2/J DEFGRID3
* xyz 0 1
C 1.456 -1.006 0.080
C 2.559 -0.208 -0.011
C 0.249 -0.073 -0.110
P 0.829 -2.826 0.229
S 3.763 0.750 -0.193
H 0.631 1.014 0.180
H -0.507 -0.362 0.495
H -0.161 -0.119 -1.140
*
```

Atomic partial charges in e from the Löwdin method, atoms 1 to 5: number 1, C, carries -0.720; number 2, C, carries -0.739; number 3, C, carries -0.201; number 4, P, carries 0.701; number 5, S, carries 0.769

***

Most stable structure, least stable structure: run P, run Q.

***

Run P
Entry from OMol25: a cluster of 2 separate species, C5H16N2O in total (the ωB97M-V functional and the def2-TZVPD basis).

Output
HOMO-LUMO gap = 9.2 eV
HOMO = -8.46 eV
SMILES = CC[C@@H](CN)NC.O

ORCA input file:
```
! RIJCOSX wB97M-V def2-TZVPD def2/J DEFGRID3
* xyz 0 1
C -2.330 -1.572 -0.194
N -1.486 -0.833 0.714
C 2.134 -0.780 0.119
C 0.744 -0.987 -0.538
C -0.354 -0.092 0.161
C -0.874 0.959 -0.841
N 0.016 2.097 -1.160
H -3.351 -1.645 0.177
H -2.433 -1.071 -1.146
H -1.964 -2.587 -0.401
H -1.295 -1.250 1.612
H 2.646 -0.016 -0.468
H 2.000 -0.353 1.119
H 2.729 -1.671 0.299
H 0.438 -2.023 -0.390
H 0.769 -0.744 -1.596
H 0.093 0.471 0.974
H -1.766 1.395 -0.384
H -1.147 0.528 -1.799
H 0.615 1.868 -1.942
H 0.632 2.302 -0.375
H 2.080 1.848 1.631
H 0.702 1.776 2.379
O 1.403 2.382 2.048
*
```

Atomic partial charges in e from the Löwdin method, atoms 1 to 5: number 1, C, carries -0.130; number 2, N, carries -0.101; number 3, C, carries -0.096; number 4, C, carries -0.178; number 5, C, carries -0.354

***

Run Q
Entry from OMol25: a cluster of 2 separate species, C5H16N2O in total (the ωB97M-V functional and the def2-TZVPD basis).

Output
HOMO-LUMO gap = 10.3 eV
HOMO = -9.33 eV
SMILES = CC(C)N.NCCO

ORCA input file:
```
! RIJCOSX wB97M-V def2-TZVPD def2/J DEFGRID3
* xyz 0 1
C -2.070 -1.707 -0.682
O -1.556 -0.482 -1.208
C -1.666 -1.874 0.831
N -0.254 -2.193 0.986
H -3.150 -1.721 -0.679
H -1.717 -2.547 -1.324
H -1.914 -0.972 1.371
H -2.241 -2.676 1.230
H -0.069 -2.455 1.945
H -0.055 -3.073 0.501
C 1.519 1.913 1.126
C 0.709 1.441 -0.102
C 1.000 2.247 -1.334
N 1.039 0.046 -0.486
H 1.162 1.478 2.072
H 2.573 1.650 0.954
H 1.426 2.992 1.182
H -0.348 1.461 0.089
H 2.037 2.276 -1.650
H 0.648 3.302 -1.285
H 0.425 1.834 -2.143
H 1.106 -0.444 0.381
H -0.608 -0.522 -0.920
H 2.003 0.023 -0.855
*
```

Atomic partial charges in e from the Löwdin method, atoms 1 to 5: number 1, C, carries -0.244; number 2, O, carries -0.117; number 3, C, carries -0.254; number 4, N, carries -0.023; number 5, H, carries 0.098

***

Most stable structure, least stable structure: run Q, run P.

***

Run P
Entry from OMol25: a cluster of 3 separate species, C5H16N2O in total (the ωB97M-V functional and the def2-TZVPD basis).

Output
HOMO-LUMO gap = 6.5 eV
HOMO = -8.14 eV

ORCA input file:
```
! RIJCOSX wB97M-V def2-TZVPD def2/J DEFGRID3
* xyz 0 1
N 1.355 -0.884 0.053
C 0.260 -0.065 -0.138
C -1.091 -0.787 0.182
C -1.419 -0.663 1.672
C -2.340 -0.437 -0.654
C 0.316 1.335 0.426
N 1.410 2.148 -0.122
H 1.512 -0.917 1.050
H 0.174 -0.184 -2.241
H 0.091 0.039 -1.379
H -0.772 -1.808 -0.098
H -2.061 -1.482 2.042
H -1.891 0.316 1.903
H -0.539 -0.755 2.331
H -3.263 -0.895 -0.236
H -2.166 -0.901 -1.680
H -2.607 0.636 -0.684
H 0.374 1.191 1.531
H -0.671 1.884 0.421
H 2.236 1.541 -0.097
H 1.560 2.918 0.520
H 2.603 -0.649 -1.019
H 3.499 -1.137 -2.223
O 3.429 -0.446 -1.559
*
```

Atomic partial charges in e from the Löwdin method, atoms 1 to 5: number 1, N, carries -0.001; number 2, C, carries -0.466; number 3, C, carries -0.391; number 4, C, carries -0.081; number 5, C, carries -0.086

***

Run Q
Entry from OMol25: a cluster of 3 separate species, C5H16N2O in total (the ωB97M-V functional and the def2-TZVPD basis).

Output
HOMO-LUMO gap = 4.3 eV
HOMO = -7.68 eV

ORCA input file:
```
! RIJCOSX wB97M-V def2-TZVPD def2/J DEFGRID3
* xyz 0 1
C -0.576 1.577 -0.013
N -0.839 0.449 0.956
C -0.608 -1.508 -0.690
C -0.189 -0.773 0.719
C 1.313 -0.581 0.702
N 1.802 -0.031 -0.473
C 3.192 0.267 -0.446
H 0.260 2.057 0.500
H -0.231 1.217 -0.971
H -1.436 2.224 -0.115
H -1.928 0.277 0.880
H -0.042 -1.019 -1.474
H -1.649 -1.218 -0.833
H -0.523 -2.594 -0.704
H -0.614 -1.500 1.411
H -1.887 0.931 -2.542
H 1.793 -1.520 1.014
H 1.494 0.283 1.437
H 3.530 0.732 -1.356
H 3.767 -0.639 -0.213
H 3.430 0.890 0.446
H -2.508 0.630 -2.809
H -3.878 -0.011 0.369
O -3.098 0.362 -0.039
*
```

Atomic partial charges in e from the Löwdin method, atoms 1 to 5: number 1, C, carries -0.078; number 2, N, carries -0.014; number 3, C, carries -0.030; number 4, C, carries -0.380; number 5, C, carries -0.250

***

Most stable structure, least stable structure: run P, run Q.